Entry 1:
Here is a cluster of 2 separate species, C3H9O2PS in total from OMol25. Energies are from ωB97M-V with the def2-TZVPD basis set.

Each line ends with the Mulliken charge.
Geometry (Å):
S (-1.9272, -0.1387, 1.5437)  -0.16
P (0.8749, -0.2710, -0.3705)  0.85
O (0.9227, -0.6545, 1.0496)  -0.67
O (2.2761, -0.6410, -1.0936)  -0.52
C (-1.6242, -0.2462, 3.1138)  -0.32
C (-0.3489, -1.1470, -1.4087)  -0.99
C (0.6779, 1.5236, -0.6769)  -0.88
H (0.0207, 1.9248, 0.0917)  0.29
H (-0.1631, -0.9351, -2.4570)  0.35
H (0.2538, 1.7140, -1.6594)  0.32
H (-0.2315, -2.2107, -1.2224)  0.27
H (-1.8532, -1.1425, 3.6682)  0.25
H (1.6548, 1.9949, -0.5988)  0.29
H (-1.3534, -0.8406, -1.1329)  0.34
H (2.8343, -1.0506, -0.4305)  0.33
H (-1.1840, 0.5711, 3.6598)  0.23

Calculated values
energy above the lowest of the compared OMol25 structures with the same formula, charge and spin = 0.0 kcal per mole
orbital gap = 8.621 eV
SMILES = CP(C)(=O)O.C=S

***

Entry 2:
Here is the molecule C16H15ClN4OS from OMol25. Energies are from ωB97M-V with the def2-TZVPD basis set.

Each line ends with the Mulliken charge.
Geometry (Å):
Cl (7.4774, -1.5045, 0.2898)  -0.22
S (0.7259, 1.1796, 1.4738)  -0.23
O (2.1201, 0.4556, -1.0590)  -0.40
N (-6.3617, -1.7436, -0.4725)  -0.62
N (-1.7153, 0.1123, 0.9307)  0.08
N (-2.4216, 1.4183, -0.6827)  -0.73
N (-1.2214, 1.8637, -0.3081)  -0.35
C (3.6110, -1.2798, -0.6277)  -0.42
C (1.7325, 1.8086, -1.0305)  -0.87
C (1.5846, 2.3598, 0.3873)  -0.62
C (-5.8105, -1.6508, 0.7242)  -0.38
C (3.3908, 0.0956, -0.7293)  0.54
C (5.7076, 0.4718, -0.2041)  -0.84
C (-1.5450, -0.9636, 1.8632)  -1.07
C (-0.7949, 1.0790, 0.6490)  0.49
C (-4.6281, -0.9737, 0.9774)  -0.36
C (-5.7567, -1.1385, -1.4821)  -0.37
C (-2.7365, 0.3791, 0.0490)  0.30
C (-4.5723, -0.4359, -1.3523)  -0.45
C (4.8591, -1.7748, -0.3180)  -0.53
C (-3.9778, -0.3584, -0.0914)  0.73
C (5.9080, -0.8926, -0.1038)  0.28
C (4.4524, 0.9677, -0.5150)  -0.10
H (-6.2486, -1.2285, -2.4415)  0.38
H (2.5467, 2.5136, 0.8750)  0.45
H (6.5287, 1.1519, -0.0401)  0.40
H (-1.9079, -0.6811, 2.8543)  0.31
H (0.7531, 1.8288, -1.5167)  0.52
H (2.7800, -1.9445, -0.8015)  0.41
H (-4.2492, -0.9065, 1.9847)  0.46
H (1.0125, 3.2853, 0.3720)  0.50
H (-6.3453, -2.1457, 1.5245)  0.37
H (-4.1027, 0.0488, -2.1924)  0.43
H (5.0213, -2.8382, -0.2412)  0.40
H (4.3266, 2.0360, -0.5954)  0.32
H (2.4233, 2.4419, -1.6009)  0.38
H (-2.0849, -1.8425, 1.5123)  0.47
H (-0.4811, -1.1943, 1.9389)  0.36

Calculated values
orbital gap = 8.918 eV
SMILES = Cn1c(SCCOc2ccc(Cl)cc2)nnc1-c1ccncc1

***

Entry 3:
Here is the molecule C16H24N2O3 from OMol25. Energies are from ωB97M-V with the def2-TZVPD basis set.

Each line ends with the Mulliken charge.
Geometry (Å):
O (-2.7279, 0.2694, -0.4080)  -0.28
O (3.2322, -1.3132, 1.2301)  -0.58
O (-1.1876, -1.4359, 0.0901)  -0.43
N (0.3092, 0.6434, -1.1511)  0.36
N (2.3390, 0.8571, -0.2573)  -0.72
C (0.0441, -1.6549, 2.1281)  -1.33
C (-0.8059, 0.0594, -1.8299)  -1.51
C (-0.2300, 4.0183, 0.2668)  -0.72
C (3.3724, -1.6113, -1.2112)  -1.09
C (-0.9322, -0.7962, 1.3432)  0.38
C (3.6643, -2.1495, 0.1898)  -0.62
C (-4.3746, -1.1916, 0.7316)  -1.10
C (1.9929, 3.1515, 0.6965)  -0.74
C (1.5364, 0.0777, -0.9286)  1.09
C (1.6285, 2.0012, 0.0083)  0.49
C (-1.8206, -0.6712, -0.8974)  0.19
C (-4.0819, -0.1459, -0.3379)  -0.33
C (1.0484, 4.1502, 0.8118)  -0.51
C (1.8951, -1.2751, -1.4376)  -0.44
C (-0.6120, 2.8829, -0.4202)  -1.12
C (0.3351, 1.8809, -0.5463)  0.72
H (3.6859, -2.3687, -1.9320)  0.45
H (1.0382, -1.6259, 1.6907)  0.16
H (-0.4322, -0.6656, -2.5558)  0.38
H (-0.5343, 0.2113, 1.1948)  0.00
H (1.6810, -1.3078, -2.5111)  0.49
H (0.1082, -1.2833, 3.1469)  0.43
H (-5.4164, -1.4936, 0.6624)  0.43
H (-1.6072, 2.7711, -0.8218)  0.40
H (-3.7444, -2.0669, 0.5916)  0.27
H (2.9785, 3.2480, 1.1228)  0.46
H (1.2979, 5.0578, 1.3415)  0.38
H (-2.3473, -1.4093, -1.5295)  0.58
H (-0.3071, -2.6833, 2.1469)  0.33
H (-4.1947, -0.7841, 1.7231)  0.26
H (3.9650, -0.7100, -1.3788)  0.36
H (3.2318, -0.3957, 0.9017)  0.41
H (3.1593, -3.1122, 0.3347)  0.33
H (-0.9383, 4.8242, 0.3901)  0.39
H (4.7496, -2.3214, 0.2771)  0.33
H (1.2568, -2.0175, -0.9489)  0.12
H (-1.8768, -0.7034, 1.8932)  0.24
H (-4.6347, 0.7738, -0.1314)  0.31
H (-4.3885, -0.5300, -1.3227)  0.36
H (-1.3550, 0.8455, -2.3561)  0.40

Calculated values
energy above the lowest of the compared OMol25 structures with the same formula, charge and spin = 23.1 kcal per mole
orbital gap = 9.168 eV
SMILES = CCOC(Cn1c(CCCO)nc2ccccc21)OCC

***

| no. | highest occupied orbital energy (eV) |
| --- | --- |
| 1 | -8.669 |
| 2 | -8.528 |
| 3 | -8.427 |